[1]
{
  "formula": "C23H29HfN5O4S",
  "method": "ωB97M-V/def2-TZVPD",
  "e_lumo_ha": 0.01135,
  "homo_energy_ha": -0.2597,
  "de_lowest_kcal_mol": 3.9,
  "multiplicity": 1,
  "symbols": ["Hf", "C", "C", "O", "C", "C", "C", "N", "N", "C", "O", "C", "C", "C", "C", "C", "C", "H", "H", "H", "H", "H", "H", "H", "H", "H", "H", "H", "H", "N", "C", "C", "N", "C", "C", "N", "H", "H", "H", "H", "H", "H", "H", "H", "H", "H", "H", "H", "H", "O", "C", "O", "C", "C", "C", "C", "C", "C", "S", "H", "H", "H", "H"],
  "xyz": [[0.0847, -0.0385, 0.2528], [2.4275, 1.5284, -3.2001], [2.1442, 1.3100, -1.7366], [1.3169, 0.3392, -1.4723], [2.7589, 2.0809, -0.7856], [2.7699, 1.7574, 0.6200], [3.9002, 2.2607, 1.4649], [1.8672, 0.9770, 1.1137], [2.0962, 0.4716, 2.4175], [1.7363, -0.7710, 2.4111], [1.2766, -1.3678, 1.3337], [1.7892, -1.5650, 3.6621], [2.3347, -1.0224, 4.8235], [2.3547, -1.7675, 5.9895], [1.8258, -3.0534, 6.0044], [1.2746, -3.5901, 4.8511], [1.2555, -2.8472, 3.6783], [1.6250, 1.1115, -3.8061], [2.5374, 2.5888, -3.4269], [3.3589, 1.0336, -3.4822], [3.4546, 2.8346, -1.1287], [4.4528, 3.0320, 0.9326], [3.5283, 2.6478, 2.4124], [4.5815, 1.4445, 1.7094], [2.7332, -0.0173, 4.8022], [2.7774, -1.3456, 6.8924], [1.8376, -3.6317, 6.9198], [0.8501, -4.5857, 4.8657], [0.8010, -3.2381, 2.7791], [-0.5488, 2.1723, -0.6504], [-1.2068, 2.0636, -1.9591], [-2.4117, 1.1632, -1.7899], [-2.0290, -0.1123, -1.1421], [-2.0783, -1.3267, -1.9888], [-0.6916, -1.7892, -2.3814], [0.0961, -1.9905, -1.1553], [-1.1918, 2.5554, 0.0473], [0.2687, 2.7741, -0.6916], [-0.4957, 1.6249, -2.6611], [-1.5155, 3.0349, -2.3554], [-2.8934, 0.9768, -2.7524], [-3.1350, 1.6575, -1.1395], [-2.6542, -0.2965, -0.3613], [-2.6900, -1.1487, -2.8764], [-2.5605, -2.1046, -1.3952], [-0.1756, -1.0271, -2.9671], [-0.7520, -2.6971, -2.9869], [1.0767, -2.1346, -1.3730], [-0.2270, -2.7923, -0.6199], [-2.6839, 2.1444, 1.4777], [-2.1346, 1.1702, 1.9722], [-0.8584, 0.9218, 1.7873], [-2.8493, 0.1797, 2.8268], [-3.7058, 0.6801, 3.8039], [-4.3675, -0.1746, 4.6664], [-4.1821, -1.5454, 4.5227], [-3.3588, -2.0471, 3.5312], [-2.6724, -1.2004, 2.6545], [-1.7304, -1.9375, 1.3506], [-3.8368, 1.7520, 3.8815], [-5.0182, 0.2139, 5.4385], [-4.6912, -2.2348, 5.1854], [-3.2403, -3.1172, 3.4169]],
  "mulliken_charge": [1.996, -1.761, 1.229, -0.727, -1.819, 1.392, -1.473, 0.379, -0.676, 0.716, -0.826, 0.404, -0.367, -0.662, -0.358, -0.782, -0.195, 0.316, 0.407, 0.405, 0.323, 0.454, 0.326, 0.270, 0.458, 0.386, 0.386, 0.399, 0.360, -0.568, -0.263, -0.973, -0.130, -0.801, -0.426, -0.572, 0.357, 0.264, -0.033, 0.532, 0.433, 0.419, 0.307, 0.385, 0.371, 0.056, 0.509, 0.307, 0.392, -0.728, 0.042, -0.656, 0.410, -0.776, -0.587, -0.574, -0.768, 0.929, -0.447, 0.432, 0.386, 0.374, 0.438]
}

***

[2]
{
  "formula": "C23H29LuN14Se",
  "method": "ωB97M-V/def2-TZVPD",
  "e_lumo_ha": -0.03905,
  "homo_energy_ha": -0.2612,
  "de_lowest_kcal_mol": 10.3,
  "multiplicity": 1,
  "symbols": ["Lu", "C", "C", "N", "C", "C", "N", "C", "C", "N", "C", "C", "N", "C", "C", "C", "C", "C", "C", "C", "N", "H", "H", "H", "H", "H", "H", "H", "H", "H", "H", "H", "H", "H", "H", "H", "H", "H", "H", "H", "H", "H", "H", "H", "N", "C", "N", "N", "N", "N", "C", "N", "N", "N", "N", "H", "Se", "C", "C", "C", "C", "C", "C", "H", "H", "H", "H", "H"],
  "xyz": [[1.2267, -0.2155, 0.1846], [-0.3759, -2.3624, -3.6026], [-0.0734, -1.4984, -2.4131], [0.7594, -1.8319, -1.5003], [1.4706, -3.0799, -1.4651], [2.6033, -2.8783, -0.3989], [1.9553, -2.3692, 0.8237], [2.7511, -2.1763, 2.0322], [1.9214, -1.4917, 3.1654], [0.7925, -0.6633, 2.6793], [0.3314, 0.4953, 3.5090], [0.2488, 1.8137, 2.7003], [-0.0951, 1.5012, 1.3133], [-1.0182, 2.0379, 0.6689], [-1.9450, 3.1126, 1.1554], [-1.2044, 1.5664, -0.7897], [-1.9750, 2.2558, -1.7289], [-2.0828, 1.6736, -2.9673], [-1.4275, 0.4585, -3.2812], [-0.7275, -0.1808, -2.2592], [-0.5935, 0.4211, -1.0768], [-0.6636, -3.3454, -3.1887], [0.4921, -2.4941, -4.2440], [-1.1983, -1.9657, -4.1812], [1.8901, -3.2891, -2.4314], [0.7792, -3.9086, -1.1902], [3.2828, -2.0864, -0.7367], [3.1425, -3.8337, -0.2041], [1.0839, -2.8810, 0.9766], [3.6347, -1.5641, 1.7754], [3.1452, -3.1216, 2.4371], [2.6029, -0.7949, 3.7019], [1.6077, -2.2605, 3.8308], [0.0032, -1.2585, 2.4271], [0.9823, 0.6708, 4.3781], [-0.6465, 0.2278, 3.8697], [2.2482, 1.5232, 2.3670], [-0.3836, 2.6055, 3.1202], [-1.6316, 4.0391, 0.6960], [-1.9082, 3.2598, 2.2093], [-2.9631, 2.9179, 0.8354], [-2.4689, 3.2179, -1.5243], [-2.5762, 2.1886, -3.7556], [-1.5407, 0.0599, -4.3154], [3.7488, 2.3036, -0.7380], [3.1684, 2.0679, 0.5055], [2.6707, 3.3751, 0.9508], [1.8021, 3.4434, 1.8687], [1.6155, 2.3257, 2.6902], [2.9731, 0.9428, 1.0316], [3.5897, 1.3381, -1.7038], [4.2087, 1.2830, -2.8782], [3.5208, 0.3602, -3.5937], [2.5626, -0.0995, -2.8646], [2.5236, 0.4647, -1.6484], [3.7369, 3.2601, -1.1011], [-1.5317, -2.5373, 0.9463], [-2.9352, -1.3327, 0.5814], [-3.5379, -1.2098, -0.7057], [-4.5838, -0.3488, -0.9583], [-5.0429, 0.5220, 0.0542], [-4.5114, 0.3463, 1.2896], [-3.5020, -0.5475, 1.5830], [-3.1898, -1.8581, -1.4902], [-4.8986, -0.2254, -1.9933], [-5.7759, 1.2673, -0.1286], [-4.8974, 0.9559, 2.0873], [-3.1704, -0.5920, 2.6133]],
  "mulliken_charge": [1.913, -2.152, 0.802, 0.579, -1.133, -0.667, -0.332, -0.752, -0.725, 0.020, -1.911, -0.102, 0.288, 0.580, -2.382, 0.741, -0.701, -1.008, -1.224, 0.488, 0.628, 0.414, 0.411, 0.565, 0.536, 0.436, 0.357, 0.433, 0.080, 0.372, 0.468, 0.335, 0.525, 0.058, 0.388, 0.495, 0.582, 0.877, 0.405, 0.461, 0.446, 0.495, 0.501, 0.432, -0.195, 0.346, -0.381, -0.544, -0.040, -0.913, 0.064, -0.553, -0.825, -0.282, 0.527, 0.318, -0.207, -0.156, -0.450, -0.477, -0.634, -0.506, -0.313, 0.462, 0.410, 0.491, 0.423, 0.411]
}

***

[3]
{
  "formula": "C23H29N3O2",
  "method": "ωB97M-V/def2-TZVPD",
  "e_lumo_ha": 0.02564,
  "smiles": "CCCCCn1c([C@H](Cc2ccccc2)NC(=O)COC)nc2ccccc21",
  "homo_energy_ha": -0.3075,
  "de_lowest_kcal_mol": 25.6,
  "multiplicity": 1,
  "symbols": ["C", "C", "C", "C", "C", "N", "C", "C", "C", "C", "C", "C", "C", "C", "C", "N", "C", "O", "C", "O", "C", "N", "C", "C", "C", "C", "C", "C", "H", "H", "H", "H", "H", "H", "H", "H", "H", "H", "H", "H", "H", "H", "H", "H", "H", "H", "H", "H", "H", "H", "H", "H", "H", "H", "H", "H", "H"],
  "xyz": [[-2.0015, 4.2896, 0.0625], [-0.6792, 4.9984, -0.2083], [0.4586, 4.0261, -0.5221], [0.9501, 3.2866, 0.7203], [2.0027, 2.2229, 0.3844], [1.4585, 1.1573, -0.4176], [0.6454, 0.1370, -0.0044], [0.2991, -0.1366, 1.4253], [1.1341, -1.3103, 1.9870], [0.9692, -2.5492, 1.1555], [1.8265, -2.8037, 0.0930], [1.6411, -3.9129, -0.7110], [0.5958, -4.7851, -0.4609], [-0.2566, -4.5473, 0.6029], [-0.0704, -3.4360, 1.4056], [-1.1135, -0.4301, 1.5189], [-2.0129, 0.5116, 1.8482], [-1.7210, 1.6254, 2.2424], [-3.4637, 0.0495, 1.7027], [-3.6234, -1.3468, 1.7572], [-3.5222, -1.8702, 3.0604], [0.2068, -0.6074, -0.9806], [0.7449, -0.0783, -2.1228], [0.6223, -0.4843, -3.4464], [1.2944, 0.2456, -4.4030], [2.0731, 1.3544, -4.0642], [2.2092, 1.7728, -2.7563], [1.5364, 1.0454, -1.7865], [-1.9302, 3.6277, 0.9212], [-2.2957, 3.6984, -0.8029], [-2.7844, 5.0183, 0.2605], [-0.4056, 5.6064, 0.6568], [-0.8080, 5.6723, -1.0590], [0.1101, 3.3056, -1.2656], [1.2939, 4.5788, -0.9616], [0.1031, 2.8161, 1.2204], [1.3956, 4.0007, 1.4162], [2.4155, 1.8004, 1.3061], [2.8235, 2.6755, -0.1784], [0.4695, 0.7529, 2.0397], [0.8099, -1.4930, 3.0135], [2.1825, -1.0056, 2.0025], [2.6457, -2.1276, -0.1076], [2.3122, -4.0946, -1.5376], [0.4480, -5.6495, -1.0912], [-1.0708, -5.2273, 0.8073], [-0.7347, -3.2621, 2.2407], [-1.4334, -1.2615, 1.0395], [-4.0744, 0.5584, 2.4608], [-3.8117, 0.3608, 0.7125], [-3.6396, -2.9482, 2.9688], [-2.5519, -1.6418, 3.5152], [-4.3135, -1.4719, 3.7065], [0.0222, -1.3434, -3.6990], [1.2218, -0.0418, -5.4416], [2.5817, 1.8974, -4.8472], [2.8131, 2.6329, -2.5076]],
  "mulliken_charge": [-1.031, -0.678, -0.424, -0.020, -1.338, 0.689, -0.251, -0.164, -1.554, 0.449, -0.202, -0.682, -0.504, -0.737, -0.196, 0.135, 0.651, -0.702, -0.765, -0.390, -0.616, -0.438, 0.335, -0.947, -0.483, -0.723, -0.911, 0.926, 0.195, 0.274, 0.408, 0.329, 0.355, 0.232, 0.288, -0.058, 0.493, 0.347, 0.633, 0.572, 0.530, 0.436, 0.337, 0.418, 0.394, 0.397, 0.419, 0.439, 0.419, 0.256, 0.232, 0.260, 0.317, 0.492, 0.401, 0.401, 0.361]
}

***

[4]
{
  "formula": "C23H29N3O3",
  "method": "ωB97M-V/def2-TZVPD",
  "e_lumo_ha": 0.02423,
  "smiles": "CC(C)(C)c1ccc(OCC(=O)N/N=C/c2ccc(N3CCOCC3)cc2)cc1",
  "homo_energy_ha": -0.2738,
  "de_lowest_kcal_mol": 98.8,
  "multiplicity": 1,
  "symbols": ["C", "C", "C", "C", "C", "C", "C", "C", "O", "C", "C", "O", "N", "N", "C", "C", "C", "C", "C", "N", "C", "C", "O", "C", "C", "C", "C", "C", "C", "H", "H", "H", "H", "H", "H", "H", "H", "H", "H", "H", "H", "H", "H", "H", "H", "H", "H", "H", "H", "H", "H", "H", "H", "H", "H", "H", "H", "H"],
  "xyz": [[7.0841, 2.9586, -0.0271], [5.5767, 2.8578, -0.2997], [4.8137, 3.7989, 0.6433], [5.3210, 3.3135, -1.7387], [5.1215, 1.4287, -0.0489], [4.5311, 0.6376, -1.0234], [4.1263, -0.6634, -0.7662], [4.3123, -1.2089, 0.4940], [3.9440, -2.4796, 0.8671], [3.4801, -3.3554, -0.1328], [2.0876, -3.0147, -0.6858], [1.7231, -3.3697, -1.7806], [1.3423, -2.3104, 0.2047], [0.0867, -1.9061, -0.0598], [-0.5380, -1.2302, 0.8195], [-1.8870, -0.7764, 0.6061], [-2.5724, -1.0691, -0.5780], [-3.8625, -0.6418, -0.7745], [-4.5356, 0.1082, 0.2053], [-5.8201, 0.5368, 0.0110], [-6.4424, 0.5472, -1.2951], [-7.5067, 1.6417, -1.3351], [-8.5434, 1.4312, -0.3982], [-8.1194, 0.7354, 0.7557], [-6.6545, 0.9983, 1.0988], [-3.8436, 0.4029, 1.3903], [-2.5529, -0.0330, 1.5827], [4.8983, -0.4281, 1.4872], [5.2921, 0.8635, 1.2143], [7.6294, 2.2775, -0.6769], [7.3188, 2.7069, 1.0033], [7.4324, 3.9715, -0.2180], [3.7426, 3.7158, 0.4707], [5.1130, 4.8299, 0.4667], [5.0106, 3.5612, 1.6850], [4.2598, 3.2882, -1.9748], [5.6680, 4.3376, -1.8614], [5.8596, 2.6895, -2.4479], [4.3666, 1.0198, -2.0172], [3.6609, -1.2297, -1.5580], [4.1824, -3.4245, -0.9718], [3.4208, -4.3379, 0.3474], [1.7662, -2.0685, 1.1057], [-0.0691, -0.9700, 1.7803], [-2.0638, -1.6500, -1.3306], [-4.3662, -0.9096, -1.6894], [-5.6908, 0.7665, -2.0574], [-6.9055, -0.4229, -1.5283], [-7.9818, 1.6747, -2.3188], [-7.0277, 2.6146, -1.1474], [-8.7668, 1.0676, 1.5713], [-8.2657, -0.3461, 0.6140], [-6.4080, 0.4474, 2.0101], [-6.5103, 2.0723, 1.2887], [-4.3131, 0.9956, 2.1593], [-2.0438, 0.2137, 2.5042], [5.0383, -0.8572, 2.4674], [5.7438, 1.4372, 2.0091]],
  "mulliken_charge": [-1.615, 2.159, -1.607, -2.128, 0.186, -0.510, -0.620, 0.768, -0.577, -0.422, 0.349, -0.608, 0.258, -0.682, -0.050, 0.508, -1.015, -0.489, 1.237, 0.231, -0.795, -0.676, -0.379, -0.674, -0.790, -0.533, -1.131, -1.291, -0.238, 0.385, 0.335, 0.445, 0.384, 0.443, 0.334, 0.428, 0.433, 0.429, 0.417, 0.405, 0.361, 0.316, 0.367, 0.310, 0.483, 0.353, 0.625, 0.259, 0.372, 0.283, 0.369, 0.286, 0.621, 0.253, 0.369, 0.311, 0.410, 0.347]
}